[1]
C20H21N2O3ReS2SbSe4 | ωB97M-V/def2-TZVPD

The geometry in XYZ format:
```
54
Properties=species:S:1:pos:R:3:forces:R:3:nbo_charge:R:1
Re -0.1700 -0.3696 1.0007 0.82 -1.02 0.41 0.5269
O 1.5403 -0.6575 -0.0040 0.30 0.15 -0.02 -0.5112
N 2.6744 -0.8132 0.6698 -0.56 0.03 -0.49 0.2123
N 2.5217 -0.6097 1.8871 -0.14 0.15 0.86 0.2114
O 1.2974 -0.2632 2.3373 0.58 0.22 -0.09 -0.5007
C 3.6150 -0.6707 2.8590 -0.40 0.03 -0.25 0.1152
C 3.3262 -0.3715 4.1801 -0.14 0.06 0.09 -0.2151
C 4.3559 -0.4432 5.1034 -0.01 0.01 0.04 -0.1809
C 5.6313 -0.8084 4.6970 0.08 0.00 -0.02 -0.1264
C 5.8911 -1.1031 3.3608 0.07 0.00 0.05 -0.1750
C 4.8811 -1.0355 2.4214 0.00 -0.04 -0.25 -0.2156
H 2.3318 -0.0787 4.4830 0.02 -0.02 0.02 0.2424
H 4.1601 -0.2131 6.1427 0.00 0.00 -0.06 0.2524
H 6.4337 -0.8588 5.4235 -0.06 -0.01 -0.05 0.2541
H 6.8887 -1.3870 3.0518 -0.05 0.02 0.00 0.2537
H 5.0728 -1.2569 1.3793 0.00 -0.01 0.07 0.2483
Se -4.4489 -1.0135 0.5117 0.01 0.03 0.03 -0.4834
Sb -5.2769 0.7724 1.7154 0.26 -0.05 -0.04 1.0415
Se -1.2834 0.6894 2.8224 0.12 -0.37 -0.53 0.2994
Se -1.2735 0.5374 -0.7407 -0.19 0.16 0.29 0.8226
Se -3.0589 2.0440 2.6604 -0.32 0.23 -0.06 -0.1528
C -1.0699 -3.3705 -0.4340 0.03 -0.08 -0.03 -0.7290
S -0.4210 -2.7572 1.1366 -0.36 0.39 -0.10 0.5096
C -1.6913 -3.2841 2.2999 0.04 -0.13 0.11 -0.7310
H -2.1068 -3.0656 -0.5476 -0.02 0.03 0.00 0.2549
H -0.9800 -4.4568 -0.4106 -0.02 0.02 0.02 0.2783
H -0.4489 -2.9691 -1.2310 0.04 0.00 0.02 0.2530
H -1.6321 -4.3726 2.3502 0.01 0.03 -0.01 0.2783
H -2.6676 -2.9629 1.9573 -0.11 0.09 -0.04 0.2554
H -1.4540 -2.8632 3.2741 0.04 0.01 -0.02 0.2676
O -0.5287 0.2868 -2.4182 -0.31 0.33 -0.04 -0.9210
S 0.6904 -0.5982 -2.9891 0.16 -0.46 0.20 1.2394
C 0.2897 -0.7091 -4.6701 -0.04 -0.05 -0.10 -0.3410
C 0.2738 0.4149 -5.4988 -0.01 -0.02 0.01 -0.1149
C -0.0015 0.2268 -6.8354 -0.05 -0.02 -0.15 -0.1999
C -0.2386 -1.0581 -7.3321 0.00 0.08 0.01 -0.1107
C -0.2216 -2.1656 -6.4956 -0.01 0.00 0.03 -0.1964
C 0.0388 -1.9984 -5.1446 -0.02 0.07 -0.01 -0.1631
C 2.0522 0.5076 -2.9011 0.08 0.09 0.09 -0.2078
C 3.3068 -0.0881 -2.9760 -0.01 0.00 -0.01 -0.2150
C 4.4246 0.7306 -2.9294 0.03 0.01 -0.01 -0.1843
C 4.2723 2.1062 -2.7927 -0.03 0.01 -0.01 -0.1556
C 3.0056 2.6782 -2.7169 0.08 0.03 0.00 -0.1725
C 1.8746 1.8782 -2.7711 0.00 0.02 -0.01 -0.2510
H 0.4690 1.4072 -5.1104 0.04 -0.07 -0.01 0.2298
H -0.0260 1.0792 -7.5023 0.01 -0.06 0.01 0.2525
H -0.4370 -1.1908 -8.3883 0.00 0.01 0.04 0.2532
H -0.4082 -3.1544 -6.8922 0.01 0.02 0.00 0.2526
H 0.0582 -2.8515 -4.4755 0.03 0.04 -0.03 0.2286
H 3.4134 -1.1638 -3.0860 -0.01 0.09 0.03 0.2370
H 5.4133 0.2935 -3.0027 -0.07 0.04 0.01 0.2497
H 5.1487 2.7401 -2.7488 -0.03 -0.01 -0.02 0.2507
H 2.8979 3.7522 -2.6296 0.02 -0.05 0.01 0.2472
H 0.8836 2.3154 -2.7256 0.07 -0.03 0.00 0.2365
```
Forces are in eV/Å.

**Total energy**: -321896.4570 eV
**Total charge**: +3
**Multiplicity**: 1
**HOMO level (alpha / beta)**: -16.725 / -16.726 eV
**Kohn-Sham gap (alpha / beta)**: 5.34 / 5.33 eV
**Energy relative to the best compared isomer or geometry (same formula, charge and spin)**: 38.4 kcal/mol

[2]
C20H21N3O3S2 | ωB97M-V/def2-TZVPD

The geometry in XYZ format:
```
49
Properties=species:S:1:pos:R:3:forces:R:3:nbo_charge:R:1
C -0.3055 -1.0269 -7.5593 0.00 -0.02 0.01 -0.6253
C 0.4105 -1.8243 -6.5107 0.04 -0.01 0.09 0.0115
C 1.3036 -2.8220 -6.8832 0.02 -0.03 0.09 -0.2389
C 1.9737 -3.5761 -5.9316 -0.16 0.14 -0.11 0.0053
C 2.9517 -4.6329 -6.3473 0.04 0.05 0.01 -0.6275
C 1.7494 -3.3306 -4.5838 0.05 -0.06 0.15 -0.2239
C 0.8592 -2.3386 -4.1952 0.19 -0.17 -0.30 0.1622
N 0.5929 -2.0396 -2.8547 -0.25 0.37 -0.01 -0.5951
C 1.0455 -2.6574 -1.7264 -0.07 0.08 0.06 0.6723
O 1.7680 -3.6335 -1.7121 0.02 -0.11 -0.02 -0.6038
C 0.5442 -2.0342 -0.4641 0.01 0.07 0.26 -0.1607
C 0.2981 -0.6709 -0.3275 0.08 -0.27 -0.01 -0.1713
C -0.1480 -0.1512 0.8721 -0.15 0.01 0.11 -0.2757
C -0.3424 -0.9924 1.9644 0.17 -0.09 -0.35 0.2367
N -0.8016 -0.5026 3.1893 -0.29 -0.72 0.05 -0.6248
C -0.6299 0.7393 3.6783 0.54 0.90 0.41 0.3465
N -1.3633 1.2384 4.5785 -0.60 -0.77 0.02 -0.5169
C -1.0459 2.5681 4.9807 0.31 -0.09 0.46 -0.0734
C -2.2110 3.4711 4.5919 0.41 0.16 -0.65 -0.6646
S -1.7466 3.9993 2.9180 -0.11 0.73 0.26 2.1727
O -2.3969 5.2247 2.5529 0.01 0.27 0.17 -0.9340
O -1.8227 2.9045 1.9939 0.10 -0.38 0.02 -0.9442
C -0.0157 4.2826 3.4071 -0.74 -0.15 -0.17 -0.6739
C 0.2670 3.0661 4.2613 0.51 -0.43 0.10 -0.3664
S 0.8073 1.6840 3.2000 0.13 -0.07 0.19 0.2177
C -0.1064 -2.3596 1.8323 0.00 0.13 -0.01 -0.2606
C 0.3429 -2.8689 0.6330 -0.02 0.05 -0.17 -0.1412
C 0.1940 -1.5894 -5.1642 0.04 -0.05 0.01 -0.2615
H 0.4095 -0.5571 -8.2331 -0.01 0.06 -0.06 0.2196
H -0.9458 -1.6765 -8.1551 -0.06 0.02 -0.06 0.2205
H -0.9216 -0.2521 -7.1100 -0.06 0.07 -0.02 0.2120
H 1.4757 -3.0111 -7.9334 0.02 -0.04 -0.15 0.2024
H 2.6554 -5.0878 -7.2898 0.02 -0.06 -0.05 0.2145
H 3.0299 -5.4060 -5.5874 0.04 -0.09 0.01 0.2197
H 3.9395 -4.1912 -6.4822 0.08 -0.04 -0.02 0.2210
H 2.2611 -3.9094 -3.8337 0.01 -0.04 0.03 0.2430
H -0.0643 -1.2834 -2.7224 0.11 -0.20 0.07 0.3996
H 0.4699 0.0076 -1.1509 0.01 0.06 -0.08 0.2123
H -0.3787 0.8994 0.9543 -0.03 0.07 -0.01 0.2490
H -1.4500 -1.0803 3.7063 0.02 0.15 -0.03 0.4155
H -0.9002 2.5772 6.0680 -0.02 0.15 -0.18 0.2178
H -2.2872 4.3726 5.1907 -0.01 0.15 0.03 0.2406
H -3.1467 2.9238 4.5828 -0.08 0.02 -0.11 0.2731
H -0.0019 5.2135 3.9673 -0.03 0.11 0.06 0.2434
H 0.6294 4.3519 2.5372 -0.11 0.09 -0.13 0.2609
H 1.0643 3.2552 4.9828 -0.15 0.05 -0.08 0.2434
H -0.2704 -3.0133 2.6763 0.02 -0.06 0.10 0.2161
H 0.5468 -3.9229 0.5225 0.03 -0.08 0.00 0.2367
H -0.4998 -0.8175 -4.8579 -0.09 0.09 0.02 0.1977
```
Forces are in eV/Å.

**Total energy**: -53364.9218 eV
**Multiplicity**: 1
**HOMO level**: -8.246 eV
**Kohn-Sham gap**: 8.60 eV
**Energy relative to the best compared isomer or geometry (same formula, charge and spin)**: 16.3 kcal/mol
**SMILES**: Cc1cc(C)cc(NC(=O)c2ccc(NC3=N[C@@H]4CS(=O)(=O)C[C@@H]4S3)cc2)c1

[3]
C20H21N3O4 | ωB97M-V/def2-TZVPD

The geometry in XYZ format:
```
48
Properties=species:S:1:pos:R:3:forces:R:3:nbo_charge:R:1
C 4.8489 3.5824 -0.6852 -0.05 0.19 0.16 -0.4237
N 4.5559 2.6113 -1.7099 0.34 -0.03 -0.13 -0.5880
C 3.2995 2.2302 -2.0123 0.23 0.00 0.03 0.6679
O 2.3338 2.6811 -1.3987 -0.16 0.10 0.08 -0.6631
C 3.1734 1.2189 -3.0961 -0.20 -0.22 -0.23 -0.2142
C 4.1430 1.1058 -4.0916 -0.11 -0.04 0.05 -0.1665
C 4.0516 0.1422 -5.0761 0.12 -0.04 -0.08 -0.2406
C 2.9814 -0.7391 -5.0758 0.10 0.17 0.07 -0.1701
C 1.9907 -0.6313 -4.1219 -0.16 -0.12 -0.02 -0.2565
C 2.0573 0.3559 -3.1390 0.27 -0.07 -0.22 0.2782
N 1.0496 0.5311 -2.2001 0.14 0.48 0.28 -0.6440
C -0.0163 -0.2630 -1.9290 -0.11 0.25 0.31 0.6940
O -0.2580 -1.3242 -2.4627 -0.09 -0.24 -0.11 -0.6182
C -0.9086 0.3009 -0.8269 -0.15 -0.29 -0.10 -0.3009
C -2.3910 0.2015 -1.1773 0.01 0.07 -0.03 -0.4968
C -3.0836 -0.0265 0.1570 -0.03 0.20 -0.47 0.6941
O -4.2631 0.1234 0.3710 -0.28 0.00 0.05 -0.6023
N -2.1349 -0.4396 1.0463 0.32 0.09 0.01 -0.4323
C -2.3534 -0.8109 2.3812 -0.04 -0.19 0.35 0.1082
C -1.4530 -1.6439 3.0359 -0.13 0.17 -0.27 -0.1761
C -1.6425 -1.9998 4.3611 -0.07 -0.08 0.40 -0.3175
C -2.7457 -1.5297 5.0607 -0.01 0.04 -0.13 0.2883
O -3.0283 -1.8127 6.3651 -0.17 0.18 -0.21 -0.4924
C -2.1533 -2.6553 7.0721 0.13 -0.12 0.09 -0.2510
C -3.6534 -0.6989 4.4022 0.17 -0.16 0.17 -0.2396
C -3.4620 -0.3407 3.0874 -0.07 0.04 0.02 -0.1956
C -0.8240 -0.5665 0.4386 0.27 -0.11 -0.07 -0.1983
H 5.3835 4.4353 -1.1071 -0.02 0.00 0.06 0.1990
H 3.9009 3.9201 -0.2699 0.13 0.01 0.01 0.2428
H 5.4536 3.1366 0.1066 -0.04 0.04 0.00 0.1993
H 5.3355 2.1795 -2.1779 -0.21 -0.06 0.02 0.3988
H 4.9681 1.8031 -4.1245 0.05 0.05 0.01 0.2051
H 4.8112 0.0788 -5.8402 0.06 0.01 -0.06 0.2168
H 2.9098 -1.5033 -5.8347 -0.03 -0.07 -0.06 0.2187
H 1.1469 -1.3004 -4.1294 -0.01 -0.01 0.02 0.2581
H 1.1760 1.3946 -1.6618 -0.17 -0.24 -0.12 0.4468
H -0.6367 1.3332 -0.5953 -0.02 -0.06 0.03 0.2169
H -2.7881 1.0802 -1.6814 -0.06 -0.02 0.05 0.2379
H -2.5683 -0.6730 -1.8098 0.00 0.02 0.04 0.2552
H -0.5927 -2.0386 2.5185 0.08 -0.02 -0.08 0.2052
H -0.9188 -2.6487 4.8290 0.04 -0.05 0.07 0.2176
H -2.5723 -2.7428 8.0734 0.07 -0.03 -0.06 0.1999
H -1.1472 -2.2277 7.1385 -0.03 -0.03 -0.02 0.1734
H -2.0956 -3.6498 6.6171 0.01 0.04 0.01 0.1746
H -4.5094 -0.3396 4.9506 -0.11 0.06 0.06 0.2250
H -4.1770 0.2954 2.5946 -0.03 0.03 -0.02 0.2514
H -0.0479 -0.2228 1.1265 -0.04 -0.05 -0.03 0.2097
H -0.6257 -1.6093 0.1577 0.06 0.10 0.06 0.2045
```
Forces are in eV/Å.

**Total energy**: -33742.8063 eV
**Multiplicity**: 1
**HOMO level**: -7.842 eV
**Kohn-Sham gap**: 8.24 eV
**Energy relative to the best compared isomer or geometry (same formula, charge and spin)**: 13.0 kcal/mol
**SMILES**: CNC(=O)c1ccccc1NC(=O)[C@H]1CC(=O)N(c2ccc(OC)cc2)C1

[4]
C20H21N3O6S3 | ωB97M-V/def2-TZVPD

The geometry in XYZ format:
```
53
Properties=species:S:1:pos:R:3:forces:R:3:nbo_charge:R:1
C 0.1648 5.8287 0.4060 0.07 -0.38 0.15 -0.6343
C 0.9616 4.7741 1.1605 0.27 0.42 -0.27 -0.0761
O 0.1958 3.5818 1.3566 -0.14 0.05 0.36 -0.4950
C 0.1517 2.7136 0.3548 -0.24 -0.40 0.07 0.8342
O 0.6831 2.8837 -0.7146 0.15 0.13 -0.13 -0.6377
C -0.6197 1.4760 0.7506 0.21 0.11 0.03 -0.5639
C -1.4992 0.9483 -0.3333 0.35 0.10 -0.70 0.1549
C -1.2646 0.9567 -1.6723 -0.19 -0.06 0.02 -0.4446
S -2.5922 0.2760 -2.5351 -0.13 -0.15 0.80 0.3760
C -3.3891 0.0267 -0.9874 0.79 0.41 -0.90 0.2486
N -4.6421 -0.5341 -0.9307 -0.58 0.09 -0.54 -0.6391
C -5.1363 -1.3589 0.0479 0.35 -0.17 0.21 0.6795
O -6.3022 -1.6569 0.0863 -0.20 -0.11 0.12 -0.5614
C -4.0767 -1.8855 1.0103 -0.21 -0.07 0.41 -0.1771
O -3.0737 -2.4848 0.2136 0.05 -0.08 -0.04 -0.5173
C -1.7582 -2.3762 0.5389 0.40 -0.09 -0.10 0.4052
C -0.8701 -2.7885 -0.4570 -0.28 0.00 0.09 -0.2722
C 0.4910 -2.7467 -0.2478 0.06 0.01 0.14 -0.2277
C 0.9956 -2.2919 0.9665 -0.74 0.02 0.07 0.1529
N 2.3849 -2.2121 1.2276 0.42 1.00 -0.08 -0.7022
C 3.2096 -3.3766 1.0121 0.38 -0.34 -0.01 -0.4220
S 3.0628 -0.7347 0.8831 -0.03 0.15 -0.16 2.3520
O 2.1651 0.2727 1.3662 0.02 -0.07 -0.15 -0.9485
O 4.4129 -0.7530 1.3532 0.06 -0.27 -0.15 -0.9250
C 3.0757 -0.6122 -0.8881 0.19 -0.30 0.49 -0.5916
C 2.4173 0.2934 -1.6590 -0.03 -0.02 0.34 -0.1545
C 2.6392 0.0830 -3.0380 0.09 -0.11 -0.08 -0.2750
C 3.4581 -0.9739 -3.2803 0.08 -0.19 0.38 -0.3889
S 3.9838 -1.7327 -1.8283 -0.08 0.27 -0.33 0.4672
C 0.1151 -1.8687 1.9512 0.04 -0.21 -0.16 -0.1865
C -1.2532 -1.9151 1.7488 -0.30 -0.04 0.00 -0.3221
N -2.7032 0.4209 0.0254 -0.64 -0.05 0.48 -0.4946
H -0.7629 6.0459 0.9300 -0.07 0.07 0.04 0.2108
H -0.0689 5.4721 -0.5941 -0.01 0.03 -0.07 0.2228
H 0.7501 6.7402 0.3269 0.05 0.12 -0.01 0.2168
H 1.2146 5.1143 2.1663 0.00 -0.09 -0.12 0.1923
H 1.8740 4.5205 0.6117 -0.10 0.03 0.16 0.1989
H -1.2206 1.6842 1.6351 0.05 -0.04 -0.05 0.2494
H 0.1439 0.7356 1.0229 -0.18 0.10 0.01 0.2972
H -0.4182 1.3444 -2.1971 0.19 0.15 -0.07 0.2592
H -5.2746 -0.3348 -1.6963 0.00 -0.05 0.23 0.4215
H -3.6911 -1.0438 1.5921 -0.04 -0.15 -0.05 0.2293
H -4.5355 -2.6291 1.6715 0.01 0.14 -0.16 0.2104
H -1.2769 -3.1391 -1.3926 -0.05 -0.03 -0.11 0.2271
H 1.1601 -3.0683 -1.0320 0.10 -0.01 -0.09 0.2212
H 3.1730 -3.7498 -0.0166 -0.04 -0.01 0.06 0.1857
H 2.8884 -4.1686 1.6890 0.01 0.04 -0.01 0.2160
H 4.2293 -3.0846 1.2531 0.06 -0.25 0.00 0.2412
H 1.8216 1.0874 -1.2487 -0.15 0.17 0.09 0.2566
H 2.2110 0.6976 -3.8086 -0.06 0.10 -0.17 0.2315
H 3.7894 -1.3554 -4.2255 0.07 -0.07 -0.21 0.2413
H 0.5167 -1.5029 2.8824 0.04 0.04 0.12 0.2326
H -1.9108 -1.5990 2.5426 -0.09 0.05 0.06 0.2248
```
Forces are in eV/Å.

**Total energy**: -70341.7383 eV
**Multiplicity**: 1
**HOMO level**: -8.664 eV
**Kohn-Sham gap**: 9.05 eV
**Energy relative to the best compared isomer or geometry (same formula, charge and spin)**: 0.0 kcal/mol
**SMILES**: CCOC(=O)Cc1csc(NC(=O)COc2ccc(N(C)S(=O)(=O)c3cccs3)cc2)n1

[5]
C20H21N4O5ReS | ωB97M-V/def2-TZVPD

The geometry in XYZ format:
```
52
Properties=species:S:1:pos:R:3:forces:R:3:nbo_charge:R:1
Re -0.3225 -0.0033 0.3674 -0.57 0.04 -0.02 1.5923
N -2.8439 3.6086 0.7478 0.00 -0.12 -0.06 -0.8224
C -2.0963 2.4759 0.4131 -0.13 0.34 -0.21 0.2337
S -2.0036 1.2193 1.5974 -0.18 -0.03 0.35 -0.2182
N -1.5949 2.4265 -0.7685 0.14 -0.22 -0.02 -0.3898
N -0.9181 1.2347 -1.0626 -0.24 0.13 -0.75 -0.4367
C -0.5579 1.1699 -2.3918 0.01 -0.04 0.54 -0.0292
C 0.2091 0.1459 -2.9870 -0.11 -0.07 -0.03 -0.1932
C 0.6033 0.2685 -4.3418 -0.01 -0.07 0.03 -0.1927
C 1.3342 -0.7090 -4.9835 0.01 0.01 -0.01 -0.2577
C 1.7054 -1.8654 -4.2993 -0.01 -0.03 0.03 -0.2464
C 1.3330 -2.0212 -2.9684 -0.04 0.11 -0.07 -0.2894
C 0.6018 -1.0409 -2.3099 -0.07 -0.23 0.28 0.3959
O 0.2604 -1.2686 -1.0259 0.44 -0.17 -0.61 -0.7757
H -2.8372 3.8231 1.7309 0.06 0.01 0.01 0.3778
H -2.6276 4.3981 0.1581 -0.01 0.01 0.00 0.3785
H -0.8849 1.9966 -3.0074 -0.02 0.09 0.11 0.1952
H 0.3124 1.1650 -4.8762 -0.01 0.03 -0.02 0.1949
H 1.6175 -0.5758 -6.0204 0.00 0.01 -0.01 0.1969
H 2.2744 -2.6409 -4.7958 0.01 0.00 -0.01 0.1969
H 1.5922 -2.9119 -2.4090 0.02 0.00 0.00 0.2120
C 2.6566 2.6715 0.8495 0.01 0.01 -0.04 -0.5984
C 2.4381 1.1620 0.6924 -0.03 0.22 -0.44 0.0561
C 2.7964 0.7419 -0.7388 0.10 -0.01 0.13 -0.6282
C 3.2916 0.4177 1.7172 0.08 0.06 0.03 -0.5970
N 1.0398 0.9057 0.9922 0.78 0.06 0.74 -0.5725
H 3.7041 2.9274 0.6744 0.04 0.01 0.00 0.1909
H 2.3769 2.9911 1.8529 -0.01 -0.02 0.06 0.2093
H 2.0401 3.2218 0.1374 -0.03 -0.03 -0.03 0.2139
H 3.8478 0.9416 -0.9614 0.03 0.04 0.05 0.1986
H 2.1827 1.2873 -1.4574 0.00 0.01 0.01 0.2231
H 2.6140 -0.3210 -0.8953 0.04 -0.03 0.05 0.2150
H 4.3464 0.6578 1.5661 0.06 0.01 -0.01 0.1928
H 3.1651 -0.6600 1.6394 0.07 0.28 0.04 0.2125
H 3.0094 0.7172 2.7272 -0.03 0.01 0.02 0.2119
O -1.2435 -3.6379 2.0217 0.19 -0.07 -0.26 -0.6217
C -0.3306 -2.8628 1.8030 -0.75 0.29 0.61 0.7999
O -0.5580 -1.5982 1.5315 0.38 -0.44 -0.12 -0.7578
C 1.0826 -3.3229 2.0557 0.07 -0.04 -0.16 -0.1470
C 2.1969 -2.7657 1.4483 -0.26 -0.18 -0.04 -0.1870
C 3.4860 -3.2560 1.6818 -0.03 -0.06 0.03 -0.2816
C 3.5968 -4.3055 2.5574 -0.01 -0.01 0.02 0.2896
O 4.7318 -4.9790 2.9490 -0.10 0.07 -0.10 -0.5010
C 4.3032 -5.9131 3.9339 0.09 -0.06 0.11 0.2379
O 2.8845 -5.9167 3.9708 -0.06 0.07 -0.11 -0.4881
C 2.4871 -4.8654 3.1676 0.07 0.00 0.01 0.1964
C 1.2193 -4.4125 2.9324 0.08 -0.01 -0.02 -0.2071
H 2.0575 -1.9532 0.7547 -0.11 0.02 -0.13 0.2384
H 4.3468 -2.8228 1.1932 0.05 -0.02 0.00 0.2245
H 4.6917 -5.6034 4.9135 -0.01 -0.07 -0.08 0.1453
H 4.6576 -6.9100 3.6570 0.01 0.08 0.09 0.1580
H 0.3438 -4.8636 3.3740 -0.02 0.00 0.02 0.2504
```
Forces are in eV/Å.

**Total energy**: -50245.5758 eV
**Total charge**: -1
**Multiplicity**: 4
**HOMO level (alpha / beta)**: -2.547 / -4.816 eV
**Kohn-Sham gap (alpha / beta)**: 5.10 / 7.37 eV
**Energy relative to the best compared isomer or geometry (same formula, charge and spin)**: 7.0 kcal/mol